# 1
Density functional theory data (ωB97M-V with the def2-TZVPD basis set) for a 3-piece molecular cluster, C4H16NO2 overall.

Last column: Mulliken charge in e.
Geometry (Å):
C  0.426  -1.326  -0.763  -0.589
C  -0.115  -1.733  0.591  -0.451
C  0.159  -0.858  1.795  -0.467
C  -0.874  0.314  1.966  -1.068
N  0.480  0.177  -1.099  -0.033
H  1.461  -1.710  -0.856  0.365
H  -0.165  -1.764  -1.574  0.320
H  -1.199  -2.013  0.552  0.348
H  0.406  -2.671  0.823  0.272
H  0.022  -1.470  2.688  0.395
H  1.183  -0.471  1.800  0.221
H  -0.516  1.042  1.234  0.306
H  -0.793  0.753  2.962  0.311
H  -1.883  0.050  1.728  0.354
H  1.305  0.175  -1.689  0.345
H  0.508  0.758  -0.227  0.105
H  -0.351  0.439  -1.649  0.325
H  -2.580  1.032  -2.704  0.312
H  -1.712  1.531  -3.939  0.300
O  -1.699  1.111  -3.082  -0.651
H  2.673  2.181  0.146  0.278
H  1.425  2.629  0.823  0.322
O  1.838  1.827  0.474  -0.621

The energy above the lowest of the compared OMol25 structures with the same formula, charge and spin comes out at 90.63 kJ/mol. As for the frontier orbital gap: 11.818 eV. The charge is +1.



# 2
Density functional theory data (ωB97M-V with the def2-TZVPD basis set) for a 3-piece molecular cluster, C4H16NO2 overall.

Last column: Mulliken charge in e.
Geometry (Å):
C  0.214  -0.417  -0.808  -0.678
C  1.226  0.580  -0.282  -0.524
C  2.132  -0.018  0.823  -0.576
C  1.436  -0.118  2.166  -1.103
N  -1.002  0.325  -1.391  -0.163
H  -0.202  -1.055  -0.031  0.352
H  0.615  -0.980  -1.643  0.397
H  0.692  1.398  0.193  0.309
H  1.829  1.004  -1.086  0.402
H  3.005  0.617  0.898  0.337
H  2.472  -1.008  0.508  0.329
H  0.513  -0.696  2.138  0.309
H  2.133  -0.555  2.887  0.356
H  1.210  0.882  2.544  0.268
H  -1.559  0.666  -0.598  0.309
H  -0.642  1.123  -1.909  0.355
H  -1.546  -0.344  -1.940  0.365
H  -2.511  2.503  0.929  0.295
H  -1.438  1.881  1.835  0.319
O  -1.682  2.002  0.911  -0.644
H  -2.875  -2.857  -2.509  0.315
H  -1.705  -2.735  -1.552  0.306
O  -2.313  -2.199  -2.083  -0.637

The energy above the lowest of the compared OMol25 structures with the same formula, charge and spin comes out at 32.02 kJ/mol. As for the frontier orbital gap: 12.312 eV. The charge is +1.



# 3
Density functional theory data (ωB97M-V with the def2-TZVPD basis set) for C4H16NO2S as an isolated structure.

Last column: Mulliken charge in e.
Geometry (Å):
C  -1.622  -0.661  -1.464  -0.568
C  4.678  -0.418  -1.374  -0.394
C  4.509  0.382  -0.316  -0.321
S  0.477  0.051  -0.017  -0.037
C  -0.158  -0.982  1.317  -0.795
N  -2.541  -1.209  -0.508  -0.296
H  -1.615  -1.100  -2.494  0.380
H  -1.810  0.416  -1.523  0.401
H  3.911  -0.580  -2.120  0.210
H  5.622  -0.941  -1.478  0.219
H  3.530  0.808  -0.088  0.068
H  5.325  0.589  0.392  0.233
H  -0.625  -1.869  0.879  0.357
H  0.695  -1.409  1.865  0.367
H  -0.834  -0.435  1.983  0.369
H  -3.078  -0.385  -0.194  0.294
H  -0.538  -0.667  -1.152  0.255
H  -3.162  -1.928  -0.863  0.295
H  -0.582  1.554  0.899  0.248
H  -0.586  2.834  1.823  0.330
O  -1.142  2.128  1.473  -0.660
H  -2.675  1.389  1.146  0.427
H  -4.305  1.286  1.143  0.299
O  -3.474  1.149  0.669  -0.679

The energy above the lowest of the compared OMol25 structures with the same formula, charge and spin comes out at 515.19 kJ/mol. As for the frontier orbital gap: 4.965 eV. The charge is +1.



# 4
Density functional theory data (ωB97M-V with the def2-TZVPD basis set) for a 4-piece molecular cluster, C4H16O3S overall.

Last column: Mulliken charge in e.
Geometry (Å):
C  1.620  -1.207  -1.209  -1.120
C  1.747  0.165  -0.625  -0.245
C  0.695  0.780  0.337  -0.746
C  0.385  -0.117  1.582  -0.458
S  -0.917  0.496  2.693  -0.191
H  2.350  -1.164  -2.074  0.303
H  1.887  -2.166  -0.691  0.330
H  0.667  -1.309  -1.674  0.284
H  1.770  0.808  -1.497  0.279
H  2.734  0.237  -0.114  0.275
H  -0.274  0.859  -0.009  0.359
H  0.964  1.875  0.466  0.258
H  1.339  -0.331  2.067  0.375
H  -0.027  -1.058  1.102  0.254
H  -1.816  0.849  1.897  0.036
O  5.772  1.471  -4.528  -0.627
H  5.684  0.573  -4.388  0.304
H  5.209  1.933  -3.855  0.324
O  -4.990  -0.782  1.164  -0.634
H  -4.109  -1.172  1.023  0.329
H  -4.622  -0.120  1.703  0.306
O  -2.931  -1.165  -0.964  -0.642
H  -3.912  -0.964  -1.061  0.344
H  -2.673  -0.692  -1.875  0.304

As for the SMILES: CCCCS.O.O.O. The energy above the lowest of the compared OMol25 structures with the same formula, charge and spin comes out at 173.92 kJ/mol. As for the frontier orbital gap: 9.499 eV. The charge is 0.



# 5
Density functional theory data (ωB97M-V with the def2-TZVPD basis set) for a 5-piece molecular cluster, C4H16O4 overall.

Last column: Mulliken charge in e.
Geometry (Å):
C  0.599  0.349  -2.028  -1.145
C  0.002  0.095  -0.848  0.504
C  -0.491  -1.261  -0.443  -0.279
C  -1.670  -1.163  0.498  -1.127
H  1.013  1.275  -2.372  0.327
H  0.795  -0.589  -2.550  0.280
H  -0.107  0.910  -0.085  0.036
H  -0.737  -1.847  -1.339  0.316
H  0.449  -1.761  -0.022  0.267
H  -2.517  -0.588  0.053  0.224
H  -2.015  -2.219  0.687  0.355
H  -1.543  -0.839  1.526  0.296
O  1.702  -1.160  2.651  -0.655
H  1.435  -1.122  3.571  0.283
H  1.357  -0.435  2.122  0.359
O  -2.762  0.337  -3.280  -0.662
H  -3.235  0.309  -2.442  0.314
H  -1.858  0.099  -3.052  0.357
O  0.298  1.699  1.990  -0.575
H  0.954  1.986  1.362  0.242
H  -0.371  2.301  2.316  0.263
O  2.695  0.935  0.696  -0.561
H  2.720  1.832  1.042  0.302
H  3.285  0.856  -0.055  0.278

As for the SMILES: C=CCC.O.O.O.O. The energy above the lowest of the compared OMol25 structures with the same formula, charge and spin comes out at 167.61 kJ/mol. As for the frontier orbital gap: 9.688 eV. The charge is 0.



# 6
Density functional theory data (ωB97M-V with the def2-TZVPD basis set) for a 4-piece molecular cluster, C4H16O4 overall.

Last column: Mulliken charge in e.
Geometry (Å):
C  1.426  1.509  0.168  -1.375
C  0.117  0.791  0.510  -0.026
C  -0.579  0.409  -0.798  0.321
C  -2.104  0.504  -0.701  -1.673
O  -0.262  -0.992  -1.031  -0.575
H  1.229  2.504  -0.232  0.400
H  1.980  0.994  -0.617  0.323
H  2.063  1.631  1.043  0.327
H  0.370  -0.115  1.038  0.078
H  -0.487  1.433  1.153  0.304
H  -0.247  1.001  -1.645  0.392
H  -2.572  0.521  -1.685  0.398
H  -2.495  -0.362  -0.167  0.328
H  -2.287  1.494  -0.292  0.456
H  0.350  -1.060  -1.770  0.304
O  1.682  -2.424  1.322  -0.629
H  1.828  -1.522  1.608  0.348
H  1.721  -2.565  0.379  0.301
O  -2.443  -1.490  -3.211  -0.617
H  -1.521  -1.586  -3.461  0.289
H  -2.507  -1.773  -2.290  0.319
O  1.467  0.598  3.270  -0.583
H  2.373  0.404  3.546  0.297
H  0.899  0.094  3.865  0.293

As for the SMILES: CC[C@H](C)O.O.O.O. The energy above the lowest of the compared OMol25 structures with the same formula, charge and spin comes out at 76.71 kJ/mol. As for the frontier orbital gap: 10.716 eV. The charge is 0.



# 7
Density functional theory data (ωB97M-V with the def2-TZVPD basis set) for a 4-piece molecular cluster, C4H16O4 overall.

Last column: Mulliken charge in e.
Geometry (Å):
C  14.136  -0.034  10.736  -0.522
O  14.110  -1.431  11.120  -0.501
H  15.158  0.348  10.738  0.236
H  13.777  0.117  9.718  0.260
H  13.639  0.648  11.425  0.235
H  14.607  -1.911  10.454  0.293
C  19.070  1.465  15.016  -0.627
O  17.739  1.211  14.560  -0.469
H  19.674  1.037  14.216  0.255
H  19.373  2.499  15.180  0.220
H  19.420  0.767  15.776  0.327
H  17.345  0.574  15.161  0.294
C  14.874  5.706  15.228  -0.556
O  14.847  6.519  14.108  -0.487
H  14.478  4.699  15.096  0.247
H  15.857  5.531  15.665  0.244
H  14.181  6.076  15.984  0.252
H  15.336  6.112  13.389  0.301
C  19.091  4.902  10.856  -0.514
O  17.732  4.546  11.309  -0.500
H  19.678  5.275  11.695  0.240
H  19.586  4.036  10.416  0.245
H  19.073  5.637  10.051  0.235
H  17.771  3.878  11.997  0.291

As for the SMILES: CO.CO.CO.CO. The energy above the lowest of the compared OMol25 structures with the same formula, charge and spin comes out at 295.63 kJ/mol. As for the frontier orbital gap: 10.641 eV. The charge is 0.



# 8
Density functional theory data (ωB97M-V with the def2-TZVPD basis set) for a 4-piece molecular cluster, C4H16O4 overall.

Last column: Mulliken charge in e.
Geometry (Å):
C  2.379  0.976  -6.702  -0.460
O  2.590  2.377  -7.025  -0.500
H  1.775  0.416  -7.416  0.207
H  3.426  0.679  -6.644  0.210
H  1.951  0.857  -5.707  0.242
H  2.182  2.915  -6.342  0.301
C  4.168  0.811  3.669  -0.539
O  4.377  -0.142  4.636  -0.498
H  4.478  1.785  4.048  0.246
H  4.825  0.839  2.799  0.246
H  3.147  0.812  3.289  0.230
H  3.609  -0.214  5.207  0.315
C  -1.220  -2.760  0.641  -0.503
O  -1.733  -1.857  -0.353  -0.511
H  -0.365  -2.258  1.094  0.233
H  -2.004  -2.944  1.375  0.211
H  -0.774  -3.728  0.411  0.287
H  -1.124  -1.571  -1.038  0.285
C  -5.627  0.525  2.516  -0.512
O  -4.288  1.105  2.175  -0.497
H  -6.480  0.935  1.974  0.236
H  -5.541  -0.529  2.255  0.216
H  -5.843  0.490  3.584  0.241
H  -3.905  0.481  1.554  0.314

As for the SMILES: CO.CO.CO.CO. The energy above the lowest of the compared OMol25 structures with the same formula, charge and spin comes out at 335.40 kJ/mol. As for the frontier orbital gap: 10.818 eV. The charge is 0.



# 9
Density functional theory data (ωB97M-V with the def2-TZVPD basis set) for C4H16O4 as an isolated structure.

Last column: Mulliken charge in e.
Geometry (Å):
O  1.020  0.002  0.101  -0.946
H  0.207  -0.318  0.493  0.826
H  0.849  0.925  -0.086  0.389
O  2.497  -1.177  -0.512  -0.810
H  1.988  -0.471  -0.114  0.495
H  2.485  -0.983  -1.449  0.221
C  -0.499  1.665  -2.020  -0.977
C  -0.050  2.547  -0.865  -0.369
O  1.187  2.001  -0.327  -0.430
H  -0.579  0.611  -1.754  0.284
H  0.129  1.843  -2.893  0.291
H  -1.503  1.996  -2.285  0.331
H  -0.822  2.588  -0.097  0.209
H  0.140  3.569  -1.193  0.396
H  1.781  2.735  -0.150  0.329
C  -1.334  -2.849  1.549  -1.174
C  -0.495  -1.554  1.503  -0.659
O  -0.902  -0.579  0.580  -0.403
H  -2.366  -2.578  1.775  0.303
H  -1.025  -3.500  2.367  0.379
H  -1.199  -3.435  0.639  0.277
H  0.531  -1.821  1.249  0.357
H  -0.396  -1.051  2.465  0.364
H  -1.646  -0.166  1.024  0.317

The energy above the lowest of the compared OMol25 structures with the same formula, charge and spin comes out at 666.53 kJ/mol. As for the frontier orbital gap: 7.949 eV. The charge is 0.



# 10
Density functional theory data (ωB97M-V with the def2-TZVPD basis set) for a 3-piece molecular cluster, C4H17N2O2 overall.

Last column: Mulliken charge in e.
Geometry (Å):
N  1.789  0.574  1.243  -0.248
C  1.819  -0.273  -0.025  0.427
C  2.453  0.619  -1.097  -1.547
C  0.335  -0.871  -0.379  -1.161
N  -0.655  -0.223  -1.185  -0.170
C  -0.509  -0.650  -2.575  -0.985
H  1.689  -0.011  2.085  0.367
H  2.676  1.242  1.082  0.436
H  1.014  1.206  1.235  0.256
H  2.541  -1.100  0.262  0.346
H  2.223  1.681  -1.287  0.410
H  2.336  0.225  -2.129  0.348
H  3.590  0.429  -1.064  0.402
H  0.481  -1.817  -0.786  0.677
H  -0.333  -0.953  0.548  0.271
H  -0.741  0.788  -1.051  0.155
H  0.394  -0.170  -3.018  0.259
H  -0.869  -1.710  -2.460  0.417
H  -1.311  -0.179  -3.057  0.389
H  -4.528  -0.877  2.501  0.336
H  -3.605  -1.832  1.543  0.319
O  -3.632  -0.957  1.898  -0.644
H  -1.338  1.450  0.670  0.282
H  -1.549  1.544  2.138  0.352
O  -0.767  1.542  1.459  -0.695

The energy above the lowest of the compared OMol25 structures with the same formula, charge and spin comes out at 342.32 kJ/mol. As for the frontier orbital gap: 9.356 eV. The charge is +1.